This record from the OMol25 dataset describes a cluster of 4 separate species, C31H57Cl2F6N6O6S in total in a non-equilibrium geometry. The level of theory is ωB97M-V with the def2-TZVPD basis set.

For the lowest unoccupied orbital energy, the calculation gives -4.494 eV. As for the charge: +1. For the orbital gap, the calculation gives 6.20 eV. Its maximum force is 1.42 eV/A.

```
109
Properties=species:S:1:pos:R:3:forces:R:3:mulliken_charge:R:1
C -1.482287 -3.104851 -2.831994 -0.2 -0.3 -0.4 -0.1019
H -0.665995 -2.808347 8.370669 -0.1 0.0 0.1 0.2886
C 1.386454 0.673199 -1.714955 -0.5 -0.4 -0.1 0.8829
H 4.532516 -3.199133 1.881622 0.0 0.0 0.0 0.5417
H -0.264344 4.811436 -1.876082 -0.1 0.2 0.0 0.4977
C -0.851664 -0.781975 8.553179 -0.1 0.0 -0.2 0.2992
H -4.007486 1.008812 -4.616168 0.0 0.0 0.0 0.2886
H 2.552528 -3.782585 3.339773 0.0 0.1 -0.1 0.4071
C 2.695561 1.405209 -1.698073 0.5 0.2 -0.2 -0.0247
F -2.241407 2.924402 0.826052 0.3 -0.3 0.0 -0.2455
C -2.921872 -2.607310 -2.944383 0.1 0.0 0.6 -1.2236
H 2.101755 2.391725 -3.592052 -0.2 0.0 -0.1 0.4772
N 4.754947 -1.254125 2.578529 0.0 -0.1 0.1 -0.5621
H -3.003304 -1.531344 -2.990810 0.0 0.2 -0.2 0.2321
H 1.266146 -1.101888 8.602676 0.0 0.0 -0.1 0.3264
H -3.448703 -2.910038 -2.046631 -0.1 -0.1 0.1 0.4386
H 2.120679 -2.795080 1.105833 0.0 0.0 0.0 0.5906
C 3.898784 -2.412067 2.299609 -0.1 0.2 0.0 -0.0343
C 0.376683 0.496362 5.910553 0.1 0.6 0.1 -0.9619
F -0.697464 2.699506 2.829966 0.1 0.1 0.0 -0.2496
H -1.145015 -2.074624 7.023749 -0.1 0.0 0.0 0.2718
C 1.154796 -0.446482 -2.518446 0.2 0.4 0.1 1.1248
C 2.888364 -2.027849 1.223837 -0.1 -0.1 -0.1 -0.4749
H 0.879328 -1.261753 4.980327 0.3 -0.9 -0.6 0.3533
Cl -0.848364 -1.512319 -4.912108 0.2 -0.2 -0.2 -0.0492
C 5.244110 2.268012 -0.069463 0.1 -0.3 0.5 -1.5229
F -2.000305 1.231956 3.714505 -0.2 0.0 0.1 -0.2766
F -0.448756 0.599022 2.369434 0.2 0.1 -0.1 -0.2615
O 3.987268 -2.518525 -3.261909 1.3 -0.6 -0.4 -0.4975
H -3.657530 1.412244 -6.320556 -0.1 0.0 0.1 0.2745
H 4.210114 -0.599489 3.134662 0.0 0.0 0.0 0.2567
C -2.344598 1.723325 1.412246 -0.3 0.3 0.4 0.4558
C 0.885116 4.444947 0.431109 -0.2 -0.1 0.2 -1.6789
C 2.206070 -0.964505 -3.443546 -0.1 -0.3 0.1 -1.5597
C 2.982840 2.200100 -2.988147 0.1 -0.2 0.0 -1.9778
C -0.824958 0.262412 -0.880251 -0.2 0.3 0.5 -1.0585
O 2.674493 -2.019240 4.418136 0.0 0.0 -0.1 -0.3532
H 2.395272 -1.080231 1.451849 0.0 0.0 0.1 -0.2885
H 2.957770 -0.220027 -3.642764 0.1 0.3 -0.1 -0.0812
N 0.463585 2.154555 -0.058475 0.2 0.1 -0.3 -0.0749
H 2.614637 2.129687 -0.900038 -0.1 0.2 0.1 0.3555
H 4.066273 -3.433534 4.170632 0.0 0.0 0.0 0.4080
C 0.452158 3.364313 -0.487057 -0.1 -0.3 0.5 1.0698
H -1.402328 -3.992868 -3.448389 0.1 -0.2 -0.1 0.5732
H -5.712965 1.668729 -7.028496 0.0 0.0 0.0 0.2831
H -2.419341 0.656416 -5.322009 0.0 0.0 0.0 0.1022
H 1.300345 5.285843 -0.111267 0.1 0.1 -0.1 0.5240
C -3.489443 0.683433 -5.524615 0.0 0.0 -0.1 -0.5623
N -1.286056 -2.079733 8.029981 0.2 0.0 0.0 -0.7174
H 3.699103 1.673121 -3.609864 0.1 -0.1 -0.2 0.5586
O 0.820231 -0.567143 6.724814 -0.1 0.3 0.3 -0.3405
C 1.367236 -1.606486 4.069498 -0.1 -0.3 0.0 -0.3608
C 3.268389 -2.983727 3.575727 0.1 -0.1 0.1 -0.9135
H -0.956698 3.199083 -2.067765 -0.2 -0.1 -0.1 0.3478
H 1.579825 4.070590 1.170693 0.1 -0.1 0.1 0.3339
C -0.052142 3.751679 -1.832837 -0.1 0.0 -0.2 -1.2813
C -1.899926 0.268722 8.198826 0.0 0.1 0.1 -1.3035
H 0.502587 -2.856647 -3.512356 0.3 0.1 0.0 0.5217
H 0.005574 4.806758 0.960546 -0.2 0.1 0.1 0.3944
C 4.486422 0.958097 0.052622 -0.3 0.2 -0.3 -0.5706
H 5.557284 2.586570 0.920356 0.1 0.1 0.1 0.4673
H -5.277638 -2.035636 -5.670252 0.1 0.0 0.0 0.3335
H 0.996318 0.499462 5.011218 -0.1 0.4 0.3 0.3669
C 2.950522 -2.151354 -2.886069 -0.3 0.7 -0.3 0.5308
H -7.171277 -0.952169 -6.527169 0.0 -0.1 0.0 0.4387
O -3.880585 -0.617201 -5.908526 0.1 0.0 0.1 -0.3054
N -1.006783 -0.749945 -1.668455 0.5 0.1 0.0 -0.9639
H 4.611923 3.060526 -0.461570 0.0 0.2 -0.3 0.2513
S -2.312475 0.319898 0.193922 -0.6 -0.8 -0.4 1.6334
N -5.814776 -0.730999 -8.080107 0.1 -0.2 0.2 -0.7210
C -6.231098 -0.424618 -6.709946 0.1 0.2 -0.1 0.2154
C -1.339967 1.553422 2.621974 0.0 0.2 -0.2 0.8651
H 0.484373 1.463051 6.412411 -0.1 0.0 0.1 0.4705
H 0.785305 -2.432347 3.648492 0.0 0.0 -0.1 0.3182
H 3.445417 3.151517 -2.753896 0.0 0.2 0.1 0.3308
Cl -1.043749 -3.677599 -1.205342 0.2 0.0 0.2 -0.1319
H -5.525518 -0.616489 -4.652751 0.0 0.1 0.0 0.3760
H -6.663209 1.374784 -5.564350 0.0 0.0 0.0 0.3389
C 0.328210 1.079160 -0.876549 0.0 0.1 -0.1 0.6475
H 3.394731 -1.911035 0.267261 0.1 -0.1 0.1 -0.2180
O -3.409013 0.530723 -0.691740 0.1 0.5 -0.2 -0.7149
O -2.272283 -0.850377 1.002683 0.2 0.0 0.2 -0.6900
F -3.592904 1.610345 1.884923 0.2 0.0 -0.1 -0.2611
C 3.873331 0.486174 -1.264310 -0.5 0.1 0.4 1.3276
F 2.279091 -2.763620 -1.920923 -0.5 -0.5 0.7 -0.1455
H 4.619539 0.418755 -2.049633 0.1 -0.2 -0.1 0.4998
H 0.673535 3.537656 -2.613694 0.2 0.0 0.0 0.1599
H 3.650309 1.107422 0.738580 -0.1 -0.1 0.2 0.0630
H 6.148427 2.156296 -0.657815 0.0 0.1 -0.3 0.3439
H 5.083641 0.169872 0.497972 0.2 0.0 0.0 0.6714
H -7.423359 1.315081 -7.155042 0.0 0.0 0.0 0.3512
H -1.540774 1.277404 8.412723 0.0 0.0 0.0 0.3447
H -5.749252 -1.737093 -8.202200 -0.1 0.0 -0.1 0.2815
H -0.661599 0.357881 5.605422 -0.1 0.1 0.0 0.2529
H 1.801750 -1.281257 -4.401348 -0.1 0.1 -0.2 0.6826
N -0.023765 -1.091101 -2.465864 -0.1 -0.1 0.0 1.2798
H -3.418061 -3.076211 -3.782463 0.0 0.1 -0.3 0.3016
H 3.455735 -0.491909 -1.043870 0.2 -0.3 -0.3 -1.4057
C -0.354077 -2.221550 -3.363567 -0.8 0.2 0.1 -0.6814
C -6.517968 1.069947 -6.602788 -0.1 0.0 0.1 -1.4032
H 5.511836 -1.535888 3.194090 0.1 0.0 -0.1 0.2859
C -5.238742 -0.943385 -5.661792 -0.1 -0.2 0.1 -0.6039
H -0.823444 -0.860286 9.643502 0.1 0.0 0.0 0.4605
H -2.182829 0.219691 7.147113 0.0 0.0 0.0 0.2029
H 1.380968 -0.772544 3.360224 0.0 -0.1 -0.1 0.0243
H 0.836060 0.598239 8.433915 -0.1 0.0 0.0 0.3989
C 0.571595 -0.417460 8.110845 0.1 0.0 0.3 -0.8142
H -4.864465 -0.394658 -8.206412 0.0 0.1 -0.1 0.3145
H -2.805298 0.103084 8.780672 0.0 0.0 0.0 0.3575
```
Positions in Å, forces in eV/Å.



This record from the OMol25 dataset describes a structure of composition C31H57ClO3P2ReSSi2 in a non-equilibrium geometry. The level of theory is ωB97M-V with the def2-TZVPD basis set.

Its expectation value of S² is 3.769. As for the spin multiplicity: 4. The value obtained for the relative energy (zero: lowest compared OMol25 entry of this formula, charge and spin) is 69.79 kJ/mol. For the lowest unoccupied orbital energy (spin up / spin down), the calculation gives 0.486 / -0.298 eV. As for the charge: 0. For the orbital gap (spin up / spin down), the calculation gives 4.58 / 6.80 eV. Its maximum force is 5.84 eV/A.

```
98
Properties=species:S:1:pos:R:3:forces:R:3:mulliken_charge:R:1
C -2.154143 6.702488 2.711332 -0.2 0.2 0.2 -1.6051
H -2.296026 -2.821864 1.856521 -0.2 0.0 -0.3 0.0418
C -4.773651 -0.555060 -1.074965 -0.2 -0.1 -0.3 -1.5641
C 0.237748 4.546906 0.715271 -0.1 -0.3 -0.1 -0.1069
C -1.643701 5.656221 1.770834 0.4 -0.2 -0.1 1.3235
H -2.920987 -2.067646 3.794273 0.0 0.1 0.1 0.3113
C -2.820901 -2.827893 0.888383 0.2 0.6 -0.2 1.2205
H 1.312961 4.454877 0.557339 -0.3 -0.1 0.0 0.3227
H -2.729434 3.261866 -0.393987 0.2 0.0 0.0 0.4395
H 2.613577 -3.614549 -2.657359 0.0 -0.1 0.2 0.3460
C 3.660418 2.109778 1.665935 -0.2 -0.1 0.3 -0.8558
C -0.191859 -0.755895 2.284846 -0.7 0.1 0.7 -0.0385
H -3.423106 0.052312 -3.284230 0.1 -0.1 0.1 0.5492
H 0.240428 -0.214644 -3.240708 0.2 0.2 -0.1 -0.0169
H -2.808624 -4.038468 -0.912184 0.1 -0.1 0.2 0.3440
H -1.847073 -0.665325 -2.920003 -0.1 0.2 0.1 -0.3000
C -0.643057 3.716152 0.012499 -0.3 0.4 0.2 -0.7692
H 3.508355 2.121016 2.753244 0.1 0.2 -0.2 0.3719
H 3.587440 -4.456071 -1.436135 -0.2 0.0 -0.1 0.5252
C -0.309770 -3.294678 -2.346143 -0.1 -0.5 0.4 0.5529
H -5.295966 -1.200503 -0.364345 0.1 0.3 -0.1 0.3140
C 5.106983 -0.527837 1.603077 0.1 0.0 0.2 -1.1647
H 5.025952 -0.626295 2.694656 0.2 -0.1 -0.2 0.3904
H 5.537912 -3.114488 -1.630275 -0.1 0.2 -0.1 0.4952
H 5.505828 -1.348694 -1.693014 -0.2 -0.2 -0.1 0.3031
H 3.544432 0.187308 -4.923660 0.1 0.1 0.1 0.4773
H 4.562509 -0.432689 -3.616741 -0.2 0.2 -0.1 0.3565
P 2.438990 -0.836906 -1.461097 0.1 0.5 0.2 0.1314
C 0.931869 0.097992 2.122700 1.3 1.2 2.6 -1.3477
H 0.935005 1.159757 2.350897 0.0 -0.2 0.0 0.3524
H -2.734331 -4.947812 0.604044 0.1 0.1 -0.1 0.5533
H 2.918052 2.763651 1.190374 0.1 -0.2 0.1 -0.0739
C 3.639698 0.110173 -3.834798 0.1 0.0 -0.3 -1.5790
C -3.376540 -1.057694 -1.428349 0.0 -0.3 0.0 0.7564
H -1.274799 -4.131615 0.021124 -0.3 0.1 0.1 0.1815
H 4.786780 -2.320262 -3.019689 0.1 0.0 0.3 0.4169
C 0.235606 -2.067087 1.799242 -0.6 -0.5 1.4 -0.2880
C 2.391656 -0.575819 -3.294001 -0.3 -0.3 0.2 0.6506
H -4.870599 -3.059644 0.198636 0.1 0.0 0.3 0.4195
H 2.161306 -2.821743 1.022941 0.1 0.2 0.0 0.9584
H -1.281265 1.802036 4.352049 0.0 0.1 -0.1 0.3941
H -5.375202 -0.520699 -1.990327 0.0 0.1 0.1 0.4935
H -2.379932 0.803119 -2.069055 -0.1 -0.3 0.0 -0.1077
H -1.085974 -3.888491 -1.870887 0.2 0.3 -0.2 0.0697
C 1.150438 0.243160 -3.648803 -0.1 0.0 -0.2 -1.1868
H -3.604249 -0.554174 4.443140 0.1 -0.1 -0.1 0.3356
H -3.424455 -2.081968 -1.836049 -0.2 0.2 0.0 0.4437
H 5.244235 -1.523371 1.168184 0.1 0.2 0.1 0.3376
C -4.325073 -2.939296 1.144719 0.0 -0.3 0.2 -1.9991
C 1.578835 -1.970978 1.340045 0.6 -0.3 0.5 -0.1537
C -2.028068 3.869021 0.173187 0.4 0.1 0.1 -0.3750
C -2.365911 -4.047847 0.094235 -0.1 -0.3 0.3 -1.7808
H -4.738568 -2.095364 1.710073 0.1 -0.2 -0.2 0.3265
C 2.031769 -0.595896 1.546286 0.5 0.9 0.7 -0.1905
C 3.586130 -2.333372 -1.202815 -0.6 0.5 0.0 1.2424
C -2.894530 0.047310 1.194959 -0.3 -0.2 0.3 -0.4966
H -1.247730 2.419118 2.686907 -0.1 -0.1 0.0 -0.0711
P -2.261571 -1.224764 0.040536 -0.7 0.3 0.2 0.1119
H -2.791081 1.038169 0.718628 0.2 -0.4 0.2 -0.4368
Cl -0.747842 -3.106935 -4.038192 -0.1 0.2 -0.6 -0.2114
H 4.550413 0.389173 -1.266626 -0.3 0.1 0.0 0.9895
H 1.225820 1.276199 -3.279418 0.0 -0.4 -0.1 0.2371
H 1.989515 -3.833552 -0.990019 0.3 0.2 -0.1 0.1483
C -2.712264 -0.160789 -2.475651 0.0 0.1 -0.2 -0.5650
C -2.514903 4.834854 1.048324 0.3 0.0 0.0 -0.9548
C 2.882969 -3.627906 -1.591914 0.3 -0.3 0.1 -1.6551
O -0.404415 1.180637 -0.570558 -0.1 2.0 -0.7 -0.6110
C 4.928736 -2.249315 -1.932786 0.1 -0.2 0.1 -1.9740
C -2.682060 -1.045301 4.103301 0.0 0.0 0.2 -1.0901
H -0.202706 -2.316897 -1.836209 0.0 -0.4 -0.3 -0.9921
H -4.504575 -3.850417 1.736052 0.0 0.2 -0.1 0.4935
H 0.607861 -3.874656 -2.301454 -0.2 0.3 -0.1 0.1752
C 3.530323 0.482597 -0.862008 0.5 0.0 0.1 -1.1704
H -1.991482 -1.092682 4.955941 -0.2 -0.1 -0.1 0.3768
Si 3.566589 0.351587 1.020083 0.2 0.3 -0.4 0.1366
H -3.588338 4.958819 1.162664 0.1 0.0 0.0 0.3065
S -0.016070 2.543468 -1.166696 -0.5 -1.2 0.4 1.5094
H -3.235342 6.623558 2.825835 0.0 0.0 0.1 0.3565
H 0.439048 6.127919 2.145418 -0.2 -0.1 -0.1 0.3755
H -2.794743 2.148789 3.501670 0.1 -0.2 -0.1 0.3186
C -1.777946 1.752988 3.376573 0.4 0.1 0.3 -0.8763
H 2.268648 -1.590120 -3.712299 0.1 0.3 -0.1 0.4691
Si -1.859603 -0.013594 2.783346 -0.2 -0.1 -0.6 0.0112
H -4.730016 0.457324 -0.657577 0.0 -0.2 -0.1 0.1985
H -3.961869 -0.101454 1.430708 0.3 0.1 -0.1 1.0622
O -0.736230 2.754127 -2.402901 0.3 0.0 0.3 -0.7495
Re 0.363073 -0.701731 0.202310 0.7 -2.0 -5.4 1.4317
H 3.719398 1.123575 -3.424234 0.0 -0.2 -0.2 0.2641
H 4.665251 2.507036 1.455260 -0.3 -0.1 0.0 0.3756
H 1.052215 0.290335 -4.743012 -0.1 0.0 0.2 0.5767
C -0.262750 5.498168 1.597330 -0.2 -0.2 -0.2 -0.8627
H -1.930106 7.712459 2.350232 0.0 -0.1 0.0 0.3347
H -0.307264 -2.999484 1.863019 0.0 0.2 0.0 0.8619
O 1.422366 2.728837 -1.178687 -0.2 0.0 -0.1 -0.7674
H 3.126314 1.460697 -1.167593 0.0 -0.4 0.2 0.3845
H 3.774672 -2.340600 -0.117436 0.0 0.0 -0.4 0.0574
H -1.694483 6.604340 3.701013 -0.1 0.0 -0.1 0.3496
H 5.985058 0.092925 1.374697 -0.1 -0.2 0.1 0.3267
```
Positions in Å, forces in eV/Å.